{
  "formula": "C12H19N5O2",
  "method": "wB97M-V/def2-TZVPD",
  "homo_lumo_gap_ev": 9.23,
  "total_energy_ev": -24297.6972,
  "smiles": "CCOC(CNc1ncnc2c1cnn2C)OCC",
  "total_charge": 0,
  "e_above_lowest_kcal_mol": 0.0,
  "lumo_ev": 0.83,
  "e_homo_ev": -8.4,
  "mol_weight_g_mol": 265.3,
  "largest_force_ev_per_a": 1.1,
  "species": ["C", "C", "O", "C", "C", "N", "C", "N", "C", "N", "C", "C", "C", "N", "N", "C", "O", "C", "C", "H", "H", "H", "H", "H", "H", "H", "H", "H", "H", "H", "H", "H", "H", "H", "H", "H", "H", "H"],
  "coordinates": [[4.22, -2.54, 0.28], [3.02, -1.61, 0.43], [2.46, -1.40, -0.85], [1.22, -0.74, -0.86], [1.37, 0.79, -0.73], [0.09, 1.44, -0.71], [-0.61, 1.58, 0.44], [0.01, 1.37, 1.60], [-0.66, 1.57, 2.73], [-1.90, 1.97, 2.89], [-2.53, 2.18, 1.73], [-1.95, 2.01, 0.45], [-3.00, 2.36, -0.44], [-4.08, 2.69, 0.23], [-3.80, 2.59, 1.54], [-4.77, 2.89, 2.54], [0.57, -0.96, -2.07], [0.20, -2.30, -2.34], [1.28, -3.10, -3.06], [4.94, -2.10, -0.40], [4.68, -2.70, 1.25], [3.90, -3.50, -0.13], [3.34, -0.66, 0.88], [2.26, -2.06, 1.10], [0.61, -1.12, -0.01], [1.88, 1.03, 0.21], [1.95, 1.15, -1.58], [-0.44, 1.39, -1.57], [-0.10, 1.38, 3.64], [-3.00, 2.37, -1.51], [-5.64, 2.24, 2.44], [-4.30, 2.73, 3.51], [-5.10, 3.93, 2.45], [-0.09, -2.80, -1.40], [-0.69, -2.22, -2.98], [2.18, -3.14, -2.44], [0.93, -4.10, -3.26], [1.53, -2.61, -3.99]],
  "nbo_charge": [-0.62, -0.06, -0.56, 0.39, -0.26, -0.56, 0.46, -0.57, 0.29, -0.51, 0.36, -0.27, -0.02, -0.23, -0.18, -0.41, -0.54, -0.06, -0.64, 0.21, 0.21, 0.21, 0.17, 0.17, 0.13, 0.24, 0.21, 0.40, 0.17, 0.21, 0.21, 0.24, 0.21, 0.16, 0.18, 0.23, 0.21, 0.21]
}

---

{
  "formula": "C5H12NO",
  "method": "wB97M-V/def2-TZVPD",
  "homo_lumo_gap_ev": 6.12,
  "total_energy_ev": -8916.0784,
  "smiles": "C[C@H](C[O-])N(C)C",
  "total_charge": -1,
  "e_above_lowest_kcal_mol": 22.7,
  "lumo_ev": 3.92,
  "e_homo_ev": -2.2,
  "mol_weight_g_mol": 102.2,
  "largest_force_ev_per_a": 0.7,
  "species": ["C", "C", "C", "O", "N", "C", "C", "H", "H", "H", "H", "H", "H", "H", "H", "H", "H", "H", "H"],
  "coordinates": [[-0.39, -0.36, -1.56], [-0.06, 0.67, -0.49], [1.41, 1.28, -0.72], [2.02, 0.86, -1.85], [-0.17, 0.12, 0.87], [0.65, -1.04, 1.09], [-1.52, -0.07, 1.35], [-0.88, 0.04, -2.45], [0.54, -0.78, -1.94], [-1.06, -1.14, -1.18], [-0.75, 1.52, -0.53], [1.26, 2.39, -0.70], [1.96, 1.04, 0.23], [0.11, -1.99, 0.93], [1.00, -1.09, 2.13], [1.51, -1.04, 0.43], [-2.01, -0.97, 0.92], [-1.50, -0.21, 2.43], [-2.12, 0.78, 1.05]],
  "nbo_charge": [-0.66, -0.08, -0.01, -0.96, -0.45, -0.42, -0.40, 0.20, 0.25, 0.17, 0.16, 0.07, 0.08, 0.14, 0.17, 0.23, 0.14, 0.17, 0.19]
}

---

{
  "formula": "C44H45F6N4O",
  "method": "wB97M-V/def2-TZVPD",
  "homo_lumo_gap_ev": 8.46,
  "total_energy_ev": -70666.8635,
  "total_charge": 1,
  "e_above_lowest_kcal_mol": 0.0,
  "lumo_ev": -1.89,
  "e_homo_ev": -10.4,
  "mol_weight_g_mol": 759.9,
  "largest_force_ev_per_a": 2.9,
  "species": ["C", "N", "C", "C", "C", "C", "C", "N", "C", "C", "C", "C", "C", "C", "C", "C", "C", "O", "H", "H", "H", "H", "H", "H", "H", "H", "H", "H", "H", "H", "H", "H", "H", "H", "H", "H", "H", "H", "H", "H", "F", "C", "F", "F", "C", "N", "C", "C", "C", "C", "C", "C", "C", "C", "C", "C", "C", "C", "C", "C", "C", "N", "C", "C", "F", "F", "F", "C", "C", "C", "C", "C", "C", "C", "C", "C", "C", "H", "H", "H", "H", "H", "H", "H", "H", "H", "H", "H", "H", "H", "H", "H", "H", "H", "H", "H", "H", "H", "H", "H"],
  "coordinates": [[1.76, 3.16, -3.96], [1.13, 2.07, -3.23], [0.00, 2.28, -2.39], [-1.37, 2.63, -3.13], [-1.46, 2.07, -4.55], [-1.39, 4.15, -3.21], [-2.54, 2.14, -2.28], [0.00, 0.98, -1.51], [0.78, -0.05, -2.29], [-0.11, -0.78, -3.27], [-1.20, -1.65, -2.69], [-0.97, -2.49, -1.59], [-1.96, -3.39, -1.17], [-3.20, -3.43, -1.84], [-3.44, -2.57, -2.91], [-2.44, -1.69, -3.34], [1.69, 0.80, -3.15], [2.74, 0.46, -3.68], [2.75, 2.82, -4.29], [1.17, 3.45, -4.85], [1.86, 4.04, -3.32], [0.20, 3.11, -1.69], [-1.87, 1.05, -4.57], [-2.16, 2.68, -5.13], [-0.49, 2.09, -5.06], [-1.36, 4.60, -2.21], [-0.53, 4.53, -3.78], [-2.30, 4.50, -3.71], [-2.49, 2.55, -1.26], [-3.48, 2.47, -2.73], [-2.58, 1.04, -2.22], [-0.96, 0.64, -1.53], [1.32, -0.72, -1.62], [-0.59, -0.01, -3.91], [0.55, -1.37, -3.93], [0.01, -2.48, -1.10], [-1.77, -4.06, -0.34], [-3.97, -4.13, -1.52], [-4.39, -2.59, -3.44], [-2.61, -1.03, -4.20], [6.45, 0.14, 5.49], [6.21, 0.27, 4.16], [5.54, 1.46, 3.97], [7.43, 0.42, 3.54], [5.44, -0.84, 3.53], [5.29, -0.53, 2.09], [6.24, -1.17, 1.24], [6.15, -2.56, 1.07], [7.01, -3.22, 0.20], [8.02, -2.50, -0.46], [8.17, -1.13, -0.23], [7.27, -0.46, 0.60], [4.10, -0.07, 1.57], [4.03, 0.37, 0.23], [2.84, 0.86, -0.29], [1.65, 0.78, 0.44], [0.34, 1.33, -0.12], [-0.88, 1.01, 0.74], [-1.75, 2.04, 1.12], [-2.89, 1.76, 1.86], [-3.20, 0.42, 2.16], [-4.39, 0.07, 2.77], [-5.29, 1.09, 3.30], [-4.89, 1.45, 4.70], [-5.62, 2.46, 5.25], [-5.03, 0.34, 5.52], [-3.56, 1.80, 4.76], [-4.93, -1.23, 2.58], [-4.72, -2.21, 3.57], [-5.18, -3.50, 3.36], [-5.87, -3.82, 2.18], [-6.12, -2.82, 1.22], [-5.68, -1.53, 1.44], [-2.30, -0.61, 1.81], [-1.16, -0.32, 1.09], [1.74, 0.44, 1.80], [2.94, 0.04, 2.37], [6.01, -1.77, 3.63], [4.48, -0.91, 4.03], [5.36, -3.09, 1.60], [6.89, -4.29, 0.03], [8.69, -3.02, -1.15], [8.98, -0.57, -0.71], [7.35, 0.62, 0.77], [4.92, 0.34, -0.38], [2.86, 1.32, -1.27], [0.47, 2.42, -0.08], [-1.52, 3.08, 0.86], [-3.54, 2.57, 2.16], [-5.27, 2.00, 2.68], [-6.29, 0.65, 3.34], [-4.18, -1.93, 4.48], [-5.00, -4.26, 4.12], [-6.23, -4.83, 2.01], [-6.66, -3.06, 0.31], [-5.87, -0.72, 0.72], [-2.52, -1.63, 2.13], [-0.47, -1.12, 0.83], [0.87, 0.52, 2.45], [2.96, -0.21, 3.42]],
  "lowdin_charge": [0.01, -0.04, -0.14, -0.50, -0.03, -0.04, -0.02, 0.09, -0.13, -0.07, -0.23, -0.04, -0.06, -0.07, -0.06, -0.04, -0.41, 0.11, 0.10, 0.09, 0.11, 0.15, 0.06, 0.10, 0.09, 0.10, 0.08, 0.10, 0.08, 0.11, 0.08, 0.13, 0.16, 0.09, 0.16, 0.11, 0.11, 0.11, 0.11, 0.11, 0.14, -0.53, 0.11, 0.11, -0.02, -0.03, -0.25, -0.02, -0.07, -0.08, -0.07, -0.02, -0.19, 0.03, -0.03, -0.17, -0.17, -0.22, -0.03, 0.00, -0.19, -0.04, -0.03, -0.53, 0.13, 0.11, 0.12, -0.26, -0.02, -0.07, -0.07, -0.08, -0.01, 0.03, -0.03, -0.02, 0.01, 0.15, 0.12, 0.12, 0.11, 0.11, 0.11, 0.12, 0.12, 0.11, 0.15, 0.13, 0.11, 0.13, 0.16, 0.12, 0.11, 0.11, 0.11, 0.12, 0.12, 0.12, 0.12, 0.10]
}

---

{
  "formula": "C36H35As3N3O8S2W",
  "method": "wB97M-V/def2-TZVPD",
  "homo_lumo_gap_ev": [5.54, 5.54],
  "total_energy_ev": -264750.5374,
  "total_charge": 1,
  "e_above_lowest_kcal_mol": 174.5,
  "lumo_ev": [-4.70, -4.70],
  "e_homo_ev": [-10.2, -10.2],
  "mol_weight_g_mol": 1110.4,
  "largest_force_ev_per_a": 5.7,
  "species": ["W", "C", "C", "As", "C", "C", "C", "C", "C", "C", "C", "C", "C", "C", "C", "C", "As", "C", "C", "C", "C", "C", "C", "C", "C", "C", "C", "C", "C", "H", "H", "H", "H", "H", "H", "H", "H", "H", "H", "H", "H", "H", "H", "H", "H", "H", "H", "H", "H", "H", "H", "H", "H", "N", "N", "C", "O", "O", "H", "H", "H", "O", "As", "O", "O", "C", "C", "C", "C", "C", "C", "S", "O", "O", "O", "H", "H", "H", "H", "H", "S", "C", "C", "N", "C", "H", "H", "H"],
  "coordinates": [[0.76, 0.67, -0.52], [-2.19, -1.35, 1.48], [-2.15, 0.06, 2.08], [-0.28, 0.87, 1.94], [0.55, -0.08, 3.54], [1.94, 0.01, 3.67], [2.59, -0.59, 4.74], [1.86, -1.32, 5.67], [0.49, -1.44, 5.52], [-0.16, -0.83, 4.47], [-0.96, 2.48, 2.96], [-1.97, 3.25, 2.38], [-2.41, 4.41, 2.99], [-1.84, 4.83, 4.18], [-0.83, 4.08, 4.75], [-0.38, 2.92, 4.15], [-1.01, -1.32, -0.19], [-1.40, -3.31, -0.48], [-0.99, -4.20, 0.51], [-1.25, -5.55, 0.40], [-1.89, -6.04, -0.72], [-2.27, -5.17, -1.73], [-2.03, -3.81, -1.61], [-2.36, -0.66, -1.48], [-3.58, -0.12, -1.09], [-4.46, 0.41, -2.02], [-4.14, 0.39, -3.37], [-2.94, -0.16, -3.78], [-2.05, -0.69, -2.85], [-3.22, -1.69, 1.26], [-1.74, -2.07, 2.18], [-2.55, 0.08, 3.10], [-2.76, 0.75, 1.49], [2.50, 0.59, 2.95], [3.66, -0.49, 4.85], [2.37, -1.78, 6.50], [-0.07, -2.01, 6.25], [-1.24, -0.90, 4.39], [-2.39, 2.94, 1.42], [-3.20, 4.98, 2.53], [-2.18, 5.74, 4.64], [-0.38, 4.42, 5.68], [0.42, 2.34, 4.60], [-0.46, -3.82, 1.38], [-0.95, -6.23, 1.19], [-2.10, -7.10, -0.81], [-2.76, -5.55, -2.61], [-2.34, -3.14, -2.40], [-3.87, -0.11, -0.04], [-5.39, 0.83, -1.68], [-4.82, 0.80, -4.09], [-2.69, -0.19, -4.83], [-1.12, -1.14, -3.20], [2.25, -1.13, 0.47], [1.83, -2.27, -0.34], [1.58, -1.98, -1.72], [1.77, -2.82, -2.55], [0.94, -0.85, -1.89], [3.17, -0.83, 0.09], [2.38, -1.49, 1.42], [2.47, -3.06, -0.29], [0.80, 2.89, -1.66], [-0.16, 1.67, -2.69], [-1.05, 2.72, -3.57], [-0.83, 1.36, -0.39], [1.26, 1.01, -4.13], [0.75, 1.01, -5.43], [1.47, 0.44, -6.46], [2.68, -0.19, -6.22], [3.20, -0.19, -4.93], [2.48, 0.40, -3.91], [3.32, 0.50, -2.36], [4.44, 1.35, -2.51], [3.59, -0.81, -1.76], [2.27, 1.08, -1.44], [0.67, 3.78, -2.03], [-0.20, 1.50, -5.59], [1.07, 0.47, -7.47], [3.22, -0.68, -7.02], [4.14, -0.65, -4.69], [2.49, 4.17, 1.70], [3.87, 3.18, 1.35], [3.51, 1.96, 0.90], [2.17, 1.70, 0.81], [1.42, 2.82, 1.26], [4.86, 3.56, 1.50], [4.21, 1.19, 0.61], [0.60, 3.17, 0.61]],
  "lowdin_charge": [1.46, -0.35, -0.38, 1.26, -0.34, -0.15, -0.08, -0.07, -0.07, -0.10, -0.33, -0.11, -0.07, -0.07, -0.07, -0.10, 1.34, -0.29, -0.13, -0.08, -0.07, -0.06, -0.08, -0.37, -0.09, -0.05, -0.06, -0.07, -0.19, 0.09, 0.06, 0.08, 0.04, 0.07, 0.11, 0.11, 0.11, 0.09, 0.10, 0.11, 0.11, 0.11, 0.10, 0.10, 0.11, 0.11, 0.11, 0.09, 0.08, 0.11, 0.11, 0.12, 0.11, 0.00, 0.00, -0.74, 0.14, -0.35, 0.08, 0.11, 0.15, -0.40, 1.11, -0.44, -0.72, -0.21, -0.09, -0.05, -0.05, -0.04, -0.29, 0.60, -0.21, -0.29, -0.57, 0.08, 0.10, 0.11, 0.11, 0.13, 1.11, -0.31, -0.22, -0.23, -0.48, 0.08, 0.13, 0.06]
}

---

{
  "formula": "C19H23N3S",
  "method": "wB97M-V/def2-TZVPD",
  "homo_lumo_gap_ev": 8.46,
  "total_energy_ev": -35380.7986,
  "smiles": "C1=C(c2cccs2)CC[C@H](N2CCN(c3ccccn3)CC2)C1",
  "total_charge": 0,
  "e_above_lowest_kcal_mol": 38.7,
  "lumo_ev": 0.72,
  "e_homo_ev": -7.7,
  "mol_weight_g_mol": 325.5,
  "largest_force_ev_per_a": 3.2,
  "species": ["C", "C", "C", "C", "C", "C", "S", "C", "C", "C", "N", "C", "C", "N", "C", "C", "C", "C", "C", "N", "C", "C", "C", "H", "H", "H", "H", "H", "H", "H", "H", "H", "H", "H", "H", "H", "H", "H", "H", "H", "H", "H", "H", "H", "H", "H"],
  "coordinates": [[2.36, 1.12, -2.32], [1.44, 1.85, -3.07], [1.84, 2.54, -4.32], [0.95, 3.06, -5.23], [1.60, 3.67, -6.39], [2.97, 3.61, -6.32], [3.49, 2.74, -4.87], [-0.03, 1.94, -2.64], [-0.26, 1.41, -1.22], [0.51, 0.08, -1.02], [0.15, -0.60, 0.23], [-0.91, -1.63, 0.17], [-0.67, -2.56, 1.39], [-0.66, -1.82, 2.65], [-1.50, -2.18, 3.68], [-0.99, -2.22, 4.98], [-1.81, -2.52, 6.01], [-3.15, -2.80, 5.71], [-3.56, -2.81, 4.38], [-2.77, -2.49, 3.36], [0.26, -0.66, 2.72], [0.06, 0.23, 1.49], [2.02, 0.36, -1.08], [3.39, 1.13, -2.64], [-0.12, 3.00, -5.15], [1.11, 4.15, -7.22], [3.66, 4.02, -7.05], [-0.36, 2.96, -2.67], [-0.66, 1.39, -3.33], [0.12, 2.17, -0.54], [-1.34, 1.24, -1.04], [0.26, -0.59, -1.85], [-0.81, -2.22, -0.74], [-1.93, -1.24, 0.28], [-1.44, -3.35, 1.46], [0.28, -3.05, 1.21], [0.11, -2.16, 5.12], [-1.45, -2.52, 7.04], [-3.86, -3.05, 6.51], [-4.56, -3.13, 4.11], [1.30, -1.01, 2.75], [0.08, -0.09, 3.65], [-0.90, 0.73, 1.53], [0.87, 0.96, 1.49], [2.34, 0.92, -0.17], [2.59, -0.55, -1.06]],
  "nbo_charge": [-0.16, -0.02, -0.20, -0.26, -0.25, -0.39, 0.39, -0.44, -0.40, -0.02, -0.47, -0.22, -0.20, -0.46, 0.39, -0.30, -0.16, -0.30, 0.05, -0.46, -0.21, -0.23, -0.45, 0.20, 0.22, 0.22, 0.24, 0.22, 0.21, 0.20, 0.21, 0.20, 0.20, 0.17, 0.22, 0.18, 0.22, 0.22, 0.22, 0.19, 0.18, 0.21, 0.18, 0.20, 0.21, 0.22]
}

---

Q: Number 3 is which compound?
A: C44H45F6N4O